{"formula": "C61H62N9O16S", "method": "ωB97M-V/def2-TZVPD", "elements": ["S", "O", "O", "O", "O", "O", "O", "O", "O", "O", "O", "O", "O", "O", "O", "O", "O", "N", "N", "N", "N", "N", "N", "N", "N", "N", "C", "C", "C", "C", "C", "C", "C", "C", "C", "C", "C", "C", "C", "C", "C", "C", "C", "C", "C", "C", "C", "C", "C", "C", "C", "C", "C", "C", "C", "C", "C", "C", "C", "C", "C", "C", "C", "C", "C", "C", "C", "C", "C", "C", "C", "C", "C", "C", "C", "C", "C", "C", "C", "C", "C", "C", "C", "C", "C", "C", "C", "H", "H", "H", "H", "H", "H", "H", "H", "H", "H", "H", "H", "H", "H", "H", "H", "H", "H", "H", "H", "H", "H", "H", "H", "H", "H", "H", "H", "H", "H", "H", "H", "H", "H", "H", "H", "H", "H", "H", "H", "H", "H", "H", "H", "H", "H", "H", "H", "H", "H", "H", "H", "H", "H", "H", "H", "H", "H", "H", "H", "H", "H"], "xyz": [[3.862580, 3.952053, 2.421605], [5.337770, -6.544672, -4.969273], [-5.952822, -4.376417, 2.009960], [-2.924379, 2.383654, 8.292363], [-5.132875, 2.818710, 4.790108], [-0.177714, -5.265834, 0.323443], [0.323335, -3.215314, 0.809563], [-2.806427, 3.516633, -2.606812], [-4.193458, 1.410950, -6.505562], [4.200271, -4.821572, -4.321803], [-6.007670, 1.289807, -7.679036], [-2.283613, 1.776499, -1.429760], [-7.062885, -2.640204, 2.670858], [-6.995246, 2.864533, 3.687758], [3.389990, 6.282051, -4.930339], [3.464470, 4.580514, -3.595474], [-1.696414, 0.716656, 7.665175], [5.091214, -5.348988, -4.977432], [-0.224375, -4.285834, 1.052668], [-5.406470, 1.510113, -6.638191], [-6.353711, 2.755196, 4.722828], [3.733555, 5.737537, -3.893076], [4.991754, -0.338352, 0.235122], [-2.000522, 1.900407, 7.653984], [-6.186778, -3.175841, 2.007183], [-2.256470, 2.434422, -2.463496], [6.929437, -5.050642, -6.600293], [-6.402988, 2.445237, 7.172782], [3.279097, -6.253736, 0.790975], [3.619324, -0.059403, 0.539780], [7.727175, -4.225592, -7.386335], [-1.774400, -3.417866, 4.349497], [3.424834, -5.932532, -0.780457], [6.498716, -2.293459, -6.619805], [0.338848, 4.514573, 5.279715], [5.503109, -1.569287, -0.455880], [6.062222, 7.983817, -1.157271], [0.616144, 3.150608, 5.288765], [-2.282240, -5.720420, 3.831919], [4.837385, 7.846835, -3.229690], [-5.566029, -0.942208, 1.150710], [4.214835, 2.327527, 1.626802], [5.608440, 8.578277, -2.331124], [-1.201217, 2.802597, 6.821809], [-4.758851, -0.132111, 0.357751], [-2.373184, -4.627631, 4.688426], [-0.153705, 2.288238, 6.061711], [-7.679525, 2.641977, -3.247318], [-0.888505, 0.647724, -3.482892], [-3.561323, -2.077190, -0.424767], [-0.067395, 0.876850, -5.737478], [-5.542529, 2.196313, -4.268921], [-7.095791, 2.538079, 5.967128], [3.145944, -7.869245, 0.932125], [-6.292962, 2.560901, -3.156263], [7.514292, -2.850135, -7.392015], [-8.485475, 2.438575, 5.931742], [-3.757252, -0.698905, -0.425470], [-8.321380, 2.367801, -4.451591], [4.968730, 5.922316, -1.762729], [-0.165190, 0.143473, -4.558049], [-5.357241, -2.320753, 1.154657], [5.694262, -3.110833, -5.832876], [3.132512, 1.266905, 1.228458], [-1.073774, -3.298191, 3.154185], [-1.491229, 4.165726, 6.809355], [5.700108, 1.980471, 1.323825], [1.605489, 1.600744, 1.537494], [-7.112130, 2.262899, 8.354984], [-1.512011, 1.889189, -3.600334], [-6.191196, 1.915880, -5.469679], [-0.698320, 2.111928, -5.850954], [4.484986, -2.810527, -0.442699], [-8.500685, 2.170290, 8.327453], [-4.361440, -2.894146, 0.366867], [-1.586099, -5.610311, 2.633110], [-9.186440, 2.253476, 7.118727], [4.847017, -5.338915, -1.224376], [-0.713901, 5.021499, 6.035587], [6.005834, 0.644462, 0.616685], [4.526006, 6.519695, -2.940971], [5.740862, 6.659872, -0.871984], [5.919253, -4.486586, -5.823592], [-1.426209, 2.622991, -4.782100], [-7.578531, 2.005191, -5.570223], [5.396286, -4.156538, -0.285028], [-0.979157, -4.399108, 2.302212], [2.362943, -5.692762, 1.182836], [1.469624, 2.402241, 2.357838], [7.107870, 0.411364, 0.375135], [0.947104, 5.186226, 4.680913], [-4.463533, 2.133818, -4.183200], [0.326325, -0.820438, -4.476553], [-1.913100, 3.586632, -4.884117], [-8.263184, 2.919378, -2.374628], [4.697732, -4.868215, -2.273366], [6.096156, 6.201303, 0.045476], [-2.308780, 4.573163, 7.393761], [1.436355, 2.760041, 4.694865], [-8.090633, 1.794173, -6.502532], [4.172159, -5.945107, 1.430488], [2.596945, -5.210422, -1.137121], [0.074896, 1.228011, 6.062293], [2.810635, -0.832391, 0.269853], [-3.124970, -0.062769, -1.038823], [8.143909, -2.208322, -8.000913], [-9.031651, 2.504914, 4.997133], [4.229798, -8.270062, 0.925421], [7.107681, -6.120470, -6.602416], [6.595381, 2.649982, 1.588036], [-1.851146, -2.568514, 5.020247], [4.492630, 8.320704, -4.142313], [4.906380, -2.664734, -5.235950], [-0.609920, -2.350234, 2.904835], [-2.752310, -6.660418, 4.100861], [5.827553, -1.347046, -1.528185], [-9.051697, 2.033502, 9.253121], [3.663861, -2.752148, 0.345537], [3.650854, 4.911379, 1.435970], [-6.582572, 2.195889, 9.299605], [1.157309, 2.064888, 0.581171], [-0.954471, 0.067852, -2.568459], [-5.321201, 2.515856, 7.208380], [2.700914, -8.067532, 1.978750], [-6.342627, -0.488204, 1.756472], [-1.523154, -6.470050, 1.975044], [4.725819, 4.891477, -1.528239], [-2.780809, -2.514289, -1.039362], [-10.268564, 2.177656, 7.103054], [-0.620029, 2.678047, -6.772965], [-5.797395, 2.778545, -2.215715], [0.504570, 0.483594, -6.572485], [-4.194728, -3.966053, 0.359729], [-0.926930, 6.085223, 6.023835], [6.457281, -3.902709, -0.679266], [2.518685, -8.317770, 0.088241], [4.008438, -2.871296, -1.495867], [5.859117, 9.611294, -2.547537], [5.534758, -4.439655, 0.811445], [0.963247, 0.691655, 1.790994], [6.434413, -1.902344, 0.144978], [8.518242, -4.654137, -7.992488], [5.683824, -6.106868, -1.334940], [-2.912910, -4.719421, 5.626082], [6.670077, 8.554823, -0.461859], [-4.908193, 0.942764, 0.352441], [-9.402346, 2.433984, -4.517207], [3.271094, -6.908742, -1.353330], [6.336320, -1.220629, -6.629437]], "forces_ev_per_angstrom": [[0.041, -0.592, -0.159], [-0.157, 0.697, 0.045], [-0.066, 0.579, -0.015], [0.445, -0.202, -0.347], [-0.570, -0.036, -0.059], [0.030, 0.688, 0.381], [-0.091, -0.366, 0.031], [0.261, -0.659, 0.145], [-0.502, 0.075, -0.016], [0.323, -0.145, -0.456], [0.342, 0.129, 0.585], [0.107, 0.489, -0.411], [0.481, -0.258, -0.359], [0.349, -0.080, 0.482], [0.209, -0.292, 0.621], [0.148, 0.507, -0.061], [-0.125, 0.593, -0.056], [-0.244, -0.511, 0.186], [0.092, -0.236, -0.395], [0.212, -0.174, -0.575], [0.264, 0.065, -0.439], [-0.400, -0.262, -0.547], [-0.491, 4.105, 1.836], [-0.398, -0.440, 0.359], [-0.415, -0.352, 0.395], [-0.221, 0.390, 0.182], [0.038, -0.105, -0.002], [0.137, 0.023, 0.002], [-0.368, -0.836, -0.747], [0.321, 2.312, 1.041], [-0.180, 0.159, 0.139], [0.029, -0.173, -0.159], [0.490, 0.245, -0.065], [0.060, -0.247, 0.008], [-0.019, -0.022, 0.007], [0.212, -1.735, 0.493], [-0.009, 0.039, -0.023], [-0.247, 0.156, 0.142], [0.100, 0.227, -0.039], [-0.011, 0.035, -0.065], [-0.043, 0.051, 0.049], [1.386, -2.994, -2.614], [-0.030, -0.271, 0.114], [0.465, 0.587, -0.466], [0.054, -0.260, -0.023], [0.005, -0.016, -0.022], [0.065, -0.123, -0.040], [0.015, -0.013, -0.032], [0.034, -0.097, 0.069], [-0.212, 0.140, 0.208], [-0.031, 0.056, 0.030], [0.060, -0.024, 0.054], [-0.428, -0.106, 0.736], [0.445, 1.134, 1.080], [-0.140, -0.058, -0.177], [0.000, -0.027, 0.009], [-0.094, 0.013, -0.087], [0.042, -0.067, -0.069], [0.265, -0.003, 0.056], [0.016, -0.067, 0.088], [-0.099, 0.238, -0.011], [0.491, 0.537, -0.474], [-0.016, 0.067, 0.053], [3.098, 0.086, 0.058], [0.032, 0.068, 0.000], [-0.043, 0.025, 0.040], [-2.522, -3.062, -1.334], [0.002, 0.171, -0.782], [-0.169, 0.011, -0.190], [0.431, -0.278, -0.634], [-0.453, 0.208, 0.678], [0.027, -0.173, 0.195], [0.741, -0.567, -0.956], [0.021, 0.007, -0.042], [0.098, -0.158, -0.006], [0.018, -0.099, -0.080], [0.269, 0.018, 0.040], [-0.093, 0.911, -0.153], [0.093, -0.242, -0.032], [-1.746, 1.855, 1.187], [0.458, 0.466, 0.518], [-0.103, 0.116, -0.213], [0.480, 0.508, -0.454], [-0.039, 0.106, -0.022], [-0.063, -0.022, -0.072], [0.155, 0.375, -0.843], [-0.418, -0.027, 0.728], [1.186, -0.986, -0.416], [0.596, -1.453, -1.299], [-2.164, 0.113, 0.311], [-0.078, -0.071, 0.067], [-0.168, -0.034, -0.237], [-0.102, 0.095, 0.027], [0.000, -0.162, 0.191], [0.075, -0.026, -0.109], [0.377, -0.884, 1.785], [-0.038, 0.029, -0.107], [0.080, -0.252, -0.019], [-0.067, 0.006, 0.118], [0.261, -0.017, 0.052], [-1.139, -0.246, -1.023], [1.285, -1.078, 0.671], [-0.194, 0.127, 0.160], [1.682, 1.271, 0.336], [-0.217, -0.203, 0.181], [-0.089, -0.084, 0.064], [0.257, 0.019, 0.047], [-1.877, 0.329, -0.173], [-0.182, 0.138, 0.136], [-1.770, -1.082, -0.431], [0.019, -0.075, -0.111], [-0.036, -0.255, 0.079], [0.048, -0.259, -0.037], [-0.022, -0.223, -0.136], [0.062, 0.113, -0.091], [-0.555, 0.015, 1.557], [0.068, 0.007, -0.117], [1.228, -0.059, -0.989], [0.219, -1.362, 0.118], [-0.008, 0.005, -0.155], [0.663, -0.732, 1.386], [-0.100, 0.211, -0.057], [-0.150, 0.011, -0.163], [0.613, -0.108, -1.773], [0.066, -0.243, -0.010], [0.099, 0.229, -0.027], [-0.063, 0.118, -0.250], [-0.109, -0.013, 0.070], [0.139, 0.011, -0.051], [-0.065, -0.050, 0.142], [0.007, -0.011, -0.144], [-0.095, 0.044, 0.095], [-0.196, 0.124, 0.150], [-0.017, -0.150, 0.028], [-1.639, -0.354, 0.592], [0.875, 0.590, 1.398], [0.485, 0.145, 1.840], [-0.059, -0.138, -0.013], [-0.366, 0.357, -1.462], [1.153, 1.099, -0.350], [-1.494, 0.780, -0.982], [-0.120, 0.007, 0.090], [-1.314, 0.737, 0.341], [0.053, 0.020, -0.130], [-0.083, -0.066, -0.088], [-0.002, -0.130, 0.036], [0.143, -0.017, -0.043], [0.165, 1.421, 0.674], [-0.024, -0.139, 0.010]], "energy_ev": -121236.0625, "gap_ha": 0.2383, "max_force_ev_per_a": 4.5, "total_charge": 1, "multiplicity": 1}